# 1
{
  "formula": "C16H45N4O6V",
  "method": "the ωB97M-V functional and the def2-TZVPD basis",
  "elements": ["O", "V", "O", "H", "C", "C", "C", "O", "C", "N", "H", "H", "H", "H", "H", "H", "H", "H", "H", "H", "H", "C", "C", "C", "O", "C", "N", "H", "H", "H", "H", "H", "H", "H", "H", "H", "H", "H", "C", "C", "C", "O", "C", "N", "H", "H", "H", "H", "H", "H", "H", "H", "H", "H", "H", "C", "C", "C", "O", "C", "N", "H", "H", "H", "H", "H", "H", "H", "H", "H", "H", "H"],
  "positions_angstrom": [[-0.777092, -1.068172, -1.026955], [-2.004142, -1.946232, -1.405515], [-1.790292, -1.277732, -4.222705], [-1.605122, -0.334362, -4.048655], [-5.040642, 1.489988, 1.053765], [-4.124662, 0.308358, 0.795425], [-4.325432, -0.931752, 1.723675], [-3.501982, -2.034042, 1.277795], [-3.554552, -3.207132, 2.078205], [-4.243512, -0.102262, -0.621205], [-5.099652, 2.149168, 0.187675], [-4.844152, 2.034928, 1.977095], [-6.071252, 1.204508, 1.264535], [-3.065852, 0.564588, 0.832395], [-5.399962, -1.112112, 1.692415], [-4.063272, -0.705632, 2.757245], [-2.971972, -4.009932, 1.626305], [-4.524282, -3.601882, 2.381325], [-3.076602, -3.066462, 3.047685], [-4.200402, 0.768238, -1.131565], [-5.231902, -0.294692, -0.699725], [-0.741602, 4.178368, 5.060125], [-0.610782, 3.281418, 3.881445], [0.785408, 3.279478, 3.236865], [0.671928, 2.691358, 1.959335], [-0.043702, 3.393478, 0.988165], [-0.870032, 1.994148, 4.316285], [-1.640622, 4.132828, 5.674775], [-0.770402, 5.222128, 4.747325], [0.104448, 4.171398, 5.747325], [-1.378862, 3.578318, 3.167295], [1.575758, 2.740748, 3.759565], [1.125028, 4.305838, 3.097785], [-1.102762, 3.524258, 1.210405], [0.152008, 2.979748, -0.001095], [0.317168, 4.420948, 0.941545], [-0.458082, 1.394438, 3.615755], [-0.275992, 1.785788, 5.106105], [3.711318, 0.949048, -2.859615], [3.365608, 1.898678, -4.067105], [4.350788, 3.056028, -4.224045], [4.244528, 4.007488, -3.163975], [3.048878, 4.839148, -3.092335], [3.435808, 1.008438, -5.245325], [4.646208, 0.399798, -2.971015], [2.933268, 0.202908, -2.698295], [3.862808, 1.531808, -1.951025], [2.351098, 2.292408, -4.005265], [4.380698, 3.543908, -5.198305], [5.349938, 2.646088, -4.076515], [3.168708, 5.750568, -3.678035], [2.852558, 5.123018, -2.058425], [2.148928, 4.271398, -3.328655], [2.983208, 0.150108, -4.965115], [4.397578, 0.715838, -5.342715], [1.397748, -6.633922, -1.534435], [0.695098, -5.565872, -0.631295], [1.697508, -4.696462, 0.127415], [1.015588, -3.996042, 1.101505], [1.825078, -3.180682, 1.969775], [-0.184402, -4.797012, -1.443395], [2.067058, -6.202582, -2.278805], [0.777388, -7.389312, -2.016765], [2.035378, -7.222492, -0.874805], [0.072528, -6.185142, 0.014475], [2.173528, -3.999552, -0.562395], [2.425518, -5.362702, 0.590255], [1.231968, -2.769552, 2.786655], [2.046218, -2.366992, 1.279045], [2.677588, -3.699702, 2.407885], [-0.859972, -5.477732, -1.760145], [0.352088, -4.743012, -2.297425]],
  "forces_ev_per_angstrom": [[-2.31, -1.60, -0.48], [1.91, 2.63, -1.10], [-0.33, -0.43, 3.04], [-0.02, -0.41, -0.15], [-0.68, -0.12, 0.93], [1.55, -0.85, 0.22], [0.22, 0.74, -0.59], [-0.58, 0.24, -0.75], [0.58, -0.44, 1.21], [-0.05, -0.60, -0.04], [0.33, 0.20, 0.20], [0.70, 0.22, -0.23], [-0.22, -0.58, -0.40], [0.04, 0.49, 0.64], [-0.12, -0.83, -0.03], [0.08, 0.22, 0.01], [-0.16, 0.20, -0.44], [-0.52, 0.35, -0.79], [0.31, 0.52, 0.09], [0.53, 0.14, -0.52], [-0.41, -0.85, -0.61], [0.28, 2.49, 0.76], [0.90, 1.41, 0.51], [-0.84, 1.84, -1.08], [0.40, -1.44, -0.38], [0.35, 1.21, 0.07], [-0.72, -3.54, 0.33], [-0.15, -0.82, -0.27], [0.17, 0.21, -0.29], [0.19, -0.49, 0.03], [0.21, 0.04, -0.28], [-0.40, -0.16, 0.31], [0.24, 0.36, 0.04], [-0.26, -0.55, -0.18], [-0.22, -0.38, 0.22], [0.26, 0.35, -0.04], [-0.36, -0.67, -0.38], [-0.09, 0.10, 0.57], [-0.14, 1.55, 0.44], [0.80, -1.71, 0.01], [0.19, 0.09, 0.98], [-0.94, 0.62, 0.40], [0.65, -0.98, 0.11], [-0.27, 0.57, -0.33], [0.10, 0.14, -0.58], [-0.19, 0.13, -0.01], [-0.29, -0.01, 0.27], [-0.05, -0.14, 0.17], [-0.60, -0.09, -0.21], [0.18, -0.05, -0.06], [-0.14, -0.16, -0.25], [0.65, 0.03, 0.16], [0.00, 0.08, -0.64], [-0.36, -0.17, -0.23], [0.37, 0.10, -0.21], [0.92, 0.08, 1.09], [1.08, -2.04, 0.23], [-0.32, -0.82, -0.12], [-1.10, 0.02, 1.74], [-0.69, 0.26, -1.35], [-1.42, 1.06, -1.55], [-0.09, 0.23, -0.12], [-0.54, 0.45, 0.01], [0.21, -0.07, 0.01], [0.19, 0.43, 0.75], [0.39, 0.01, -0.30], [0.40, 0.01, -0.10], [-0.30, -0.31, -0.18], [1.05, 0.46, 0.63], [0.16, -0.05, -0.35], [-0.76, 0.00, 0.03], [0.05, 1.08, -0.60]],
  "e_homo_ev": [-10.8204, -10.8204],
  "spin_multiplicity": 2,
  "total_charge": 1,
  "orbital_gap_ev": [4.586, 4.872],
  "max_force_ev_per_a": 3.62,
  "de_lowest_kcal_mol": 176.7,
  "total_energy_ha": -2250.5320,
  "s2": 0.79
}

***

# 2
{
  "formula": "C16H46BBrClN12O7",
  "method": "the ωB97M-V functional and the def2-TZVPD basis",
  "elements": ["C", "C", "C", "O", "C", "B", "C", "C", "C", "Cl", "C", "C", "C", "Br", "H", "H", "H", "H", "H", "H", "H", "H", "H", "H", "H", "H", "H", "H", "H", "H", "H", "H", "H", "H", "H", "H", "C", "O", "N", "N", "H", "H", "H", "H", "C", "O", "N", "N", "H", "H", "H", "H", "C", "O", "N", "N", "H", "H", "H", "H", "C", "O", "N", "N", "H", "H", "H", "H", "C", "O", "N", "N", "H", "H", "H", "H", "C", "O", "N", "N", "H", "H", "H", "H"],
  "positions_angstrom": [[2.013571, -1.547054, 1.401982], [1.449476, -1.878943, 0.011194], [-0.040544, -1.617736, -0.091946], [-0.442997, -1.504861, -1.439668], [-1.808212, -1.960347, -1.669538], [-3.014399, -1.094148, -0.969032], [-4.329515, -2.070992, -0.685845], [-4.815701, -2.116771, 0.775072], [-4.976350, -0.793148, 1.474969], [-6.313714, 0.225097, 0.811873], [-3.490596, 0.126047, -2.008063], [-2.699028, 1.454488, -1.775638], [-3.566961, 2.304933, -0.901399], [-3.119606, 4.241510, -1.021531], [1.409243, -0.775940, 1.870485], [2.011977, -2.418615, 2.046571], [3.042177, -1.215855, 1.329620], [1.612168, -2.941585, -0.153076], [2.002282, -1.322713, -0.737105], [-0.587000, -2.392938, 0.447080], [-0.260616, -0.684280, 0.426464], [-1.824960, -3.031913, -1.423305], [-1.937787, -1.906576, -2.752346], [-2.679772, -0.542332, 0.067529], [-5.185304, -1.794045, -1.299698], [-4.112642, -3.108309, -0.957624], [-5.807615, -2.576573, 0.784481], [-4.202128, -2.758699, 1.399553], [-5.250026, -0.982680, 2.505962], [-4.074586, -0.201047, 1.495651], [-4.521356, 0.342126, -1.731403], [-3.458535, -0.195850, -3.047987], [-2.541807, 1.956087, -2.726174], [-1.749588, 1.211251, -1.318240], [-4.601362, 2.214315, -1.183282], [-3.455422, 2.075714, 0.147129], [-5.062521, 2.798829, 3.578709], [-4.570180, 3.404065, 4.522676], [-4.675505, 3.002633, 2.290664], [-6.045614, 1.861922, 3.739124], [-5.074660, 2.512415, 1.508582], [-3.950587, 3.676335, 2.123520], [-6.357803, 1.680345, 4.673571], [-6.453834, 1.353595, 2.972600], [1.538176, 0.288999, -2.682772], [2.268485, 1.065073, -3.314294], [1.346172, -1.003245, -3.083855], [0.888468, 0.634574, -1.555051], [0.769712, -1.651786, -2.578384], [1.818920, -1.305382, -3.913286], [1.019505, 1.572226, -1.210258], [0.304858, -0.007327, -1.020326], [-0.212740, 3.661777, 2.301105], [0.536820, 2.782431, 1.908135], [-0.638858, 3.727099, 3.600172], [-0.683558, 4.645530, 1.482312], [-1.264512, 4.428879, 3.947691], [-0.316216, 3.011009, 4.222987], [-0.405032, 4.616240, 0.514718], [-1.291871, 5.379060, 1.790602], [4.780241, -4.377526, 1.044451], [3.573670, -4.537336, 1.027047], [5.648953, -5.278378, 1.612246], [5.339244, -3.267088, 0.486664], [6.642042, -5.153128, 1.633490], [5.250085, -6.098794, 2.026702], [4.712988, -2.580048, 0.098628], [6.324397, -3.091123, 0.440085], [5.512642, -1.094528, -2.794311], [5.211351, -1.092887, -1.612392], [5.085412, -0.078546, -3.585839], [6.245944, -2.088802, -3.390217], [5.250831, -0.007887, -4.571228], [4.516773, 0.620484, -3.133584], [6.544543, -2.849182, -2.809737], [6.482493, -2.094859, -4.363172], [3.349921, 2.442924, 0.414938], [2.182739, 2.788419, 0.516803], [3.985789, 2.338443, -0.792650], [4.105076, 2.115085, 1.500239], [4.938488, 2.044974, -0.890265], [3.449268, 2.544752, -1.618948], [3.648634, 2.127641, 2.401617], [5.058087, 1.814473, 1.437780]],
  "forces_ev_per_angstrom": [[-0.39, -0.19, -0.25], [0.36, -0.56, 0.47], [0.17, -0.09, 0.62], [-1.09, -1.50, 0.69], [-0.20, 0.04, 0.23], [-0.65, 0.07, -0.79], [0.57, -0.02, 0.49], [-0.79, 0.06, -0.89], [0.22, -0.38, 0.75], [0.03, 0.00, -0.23], [0.62, 0.01, 1.27], [-0.72, -0.89, -0.82], [0.53, 0.42, 0.22], [-0.16, -0.09, 0.03], [0.11, 0.32, 0.14], [-0.08, -0.19, 0.14], [0.19, 0.23, 0.03], [0.20, -0.13, -0.33], [-0.04, -0.03, -0.03], [-0.21, -0.11, -0.13], [-0.28, 0.19, 0.29], [0.02, -0.06, 0.17], [0.14, 0.00, -0.18], [0.33, -0.07, 0.20], [-0.14, 0.17, -0.18], [0.01, -0.17, -0.09], [-0.15, -0.22, 0.18], [0.44, 0.07, 0.16], [-0.22, 0.12, 0.23], [0.13, 0.26, -0.36], [-0.38, -0.09, -0.39], [-0.03, 0.06, -0.21], [0.22, 0.20, -0.09], [0.29, 0.32, 0.08], [-0.33, 0.32, -0.13], [0.08, -0.14, 0.24], [0.03, -0.05, -0.02], [-0.03, 0.00, -0.01], [0.04, 0.13, -0.07], [-0.14, -0.03, 0.16], [-0.04, -0.04, 0.09], [0.03, -0.02, -0.05], [0.05, 0.04, 0.02], [0.10, 0.04, -0.05], [-0.36, -0.65, 0.08], [0.33, 0.34, -0.05], [0.94, 0.22, -1.04], [0.12, 1.01, 0.36], [-0.28, 0.15, 0.14], [0.17, 0.24, -0.06], [0.17, 0.00, 0.09], [0.46, 1.06, -1.06], [0.45, -0.79, -0.12], [-2.14, 0.31, 1.48], [-0.03, 0.27, 0.40], [0.10, 0.26, -0.25], [-0.09, -0.06, 0.01], [-0.08, -0.02, -0.08], [-0.10, -0.09, 0.17], [-0.05, -0.05, -0.01], [-0.17, 0.52, -0.26], [-0.02, -0.47, 0.26], [-0.02, -0.10, 0.00], [0.12, -0.08, 0.11], [-0.01, 0.06, 0.00], [-0.02, 0.01, -0.01], [0.13, 0.02, -0.20], [-0.01, 0.01, 0.03], [-0.60, 0.51, -0.29], [0.44, -0.48, 0.57], [0.51, 0.09, -0.09], [0.10, 0.02, 0.16], [-0.06, -0.09, -0.02], [-0.45, -0.14, -0.22], [-0.07, -0.02, 0.00], [-0.06, 0.05, -0.01], [-0.70, 0.06, -0.67], [2.16, -0.01, -1.38], [0.16, 0.27, -0.06], [0.20, 0.03, 0.81], [-0.01, -0.17, 0.02], [-0.09, -0.20, -0.02], [0.07, -0.02, -0.36], [-0.02, -0.09, -0.04]],
  "e_homo_ev": -5.3267,
  "total_charge": -1,
  "orbital_gap_ev": 7.453,
  "max_force_ev_per_a": 2.62,
  "total_energy_ha": -4880.3145
}

***

# 3
{
  "formula": "C16H46O8S6Tl",
  "method": "the ωB97M-V functional and the def2-TZVPD basis",
  "elements": ["Tl", "C", "C", "O", "H", "H", "H", "H", "H", "C", "C", "O", "H", "H", "H", "H", "H", "C", "S", "O", "C", "H", "H", "H", "H", "H", "H", "C", "S", "O", "C", "H", "H", "H", "H", "H", "H", "C", "S", "O", "C", "H", "H", "H", "H", "H", "H", "C", "S", "O", "C", "H", "H", "H", "H", "H", "H", "C", "S", "O", "C", "H", "H", "H", "H", "H", "H", "C", "S", "O", "C", "H", "H", "H", "H", "H", "H"],
  "positions_angstrom": [[-9.574021, 25.723337, -15.022399], [-4.359994, 24.721436, -14.040027], [-5.716434, 24.147102, -14.473060], [-6.693959, 25.114419, -14.607394], [-4.079734, 25.522313, -14.724242], [-3.557521, 23.992824, -14.155173], [-4.323879, 25.102298, -13.019369], [-6.030676, 23.481457, -13.669156], [-5.592607, 23.573936, -15.391892], [-7.942912, 20.972572, -15.720399], [-9.111384, 21.707965, -16.397018], [-9.213380, 23.048046, -16.547666], [-7.941750, 19.907145, -15.490205], [-7.778861, 21.479399, -14.769443], [-7.093466, 21.262505, -16.338849], [-10.019645, 21.432714, -15.860935], [-9.127367, 21.320281, -17.415622], [-8.729059, 25.329212, -19.561181], [-7.529537, 26.324278, -18.554669], [-8.268906, 26.846131, -17.283131], [-6.434055, 24.981226, -17.944454], [-8.246829, 24.805041, -20.386290], [-9.549731, 25.967831, -19.887923], [-9.285808, 24.522515, -19.084335], [-6.189175, 24.513922, -18.898269], [-7.072937, 24.235397, -17.471512], [-5.546531, 25.188502, -17.346592], [-6.479062, 29.062122, -16.306048], [-6.829454, 29.040883, -14.439836], [-7.933691, 27.930247, -14.386728], [-5.235918, 28.290612, -14.040167], [-5.582894, 29.644268, -16.520748], [-7.317550, 29.401186, -16.914374], [-6.093057, 28.074861, -16.559878], [-5.104430, 27.420232, -14.683003], [-5.298970, 27.996336, -12.992538], [-4.310427, 28.856798, -14.144989], [-7.000681, 25.437664, -11.135096], [-8.397545, 26.650628, -11.072071], [-9.478306, 26.088170, -11.962870], [-8.947282, 26.221603, -9.298967], [-7.453636, 24.461153, -10.963738], [-6.256326, 25.515337, -10.342628], [-6.453332, 25.700956, -12.040189], [-9.170453, 25.159208, -9.396936], [-9.754212, 26.850351, -8.922615], [-8.196220, 26.175274, -8.510380], [-3.760699, 21.691903, -17.190831], [-2.054173, 21.210787, -17.850670], [-2.213296, 21.386326, -19.358915], [-1.038644, 22.692256, -17.302233], [-3.922479, 22.663217, -17.658241], [-3.604921, 21.870810, -16.126961], [-4.511890, 20.938317, -17.427306], [-1.307915, 23.079745, -16.319664], [-1.147335, 23.439819, -18.088001], [-0.010072, 22.357231, -17.436033], [-5.044985, 22.386037, -10.827969], [-5.197699, 22.941747, -9.041981], [-6.437434, 22.207770, -8.505393], [-3.718692, 22.030749, -8.453485], [-4.845159, 21.321415, -10.949427], [-4.320585, 23.059525, -11.285953], [-5.955299, 22.592257, -11.390924], [-3.572227, 22.242245, -7.394278], [-2.831449, 22.258472, -9.044273], [-3.807685, 20.956943, -8.618138], [-2.959704, 25.312849, -20.167896], [-1.685645, 26.169922, -19.010716], [-1.586871, 27.590960, -19.405029], [-2.630499, 26.229041, -17.441441], [-3.337022, 26.178329, -20.712576], [-3.662672, 24.782245, -19.525724], [-2.531406, 24.551591, -20.819926], [-2.740823, 25.224375, -17.033321], [-3.618139, 26.679832, -17.538681], [-1.998462, 26.802644, -16.763492]],
  "forces_ev_per_angstrom": [[0.63, 0.51, 0.20], [0.45, 0.06, -1.04], [-0.39, 2.34, 2.03], [0.84, -1.11, -0.53], [-0.03, 0.20, 0.08], [-0.06, -0.31, 0.17], [-0.33, -0.04, -0.04], [-0.38, -0.87, -0.14], [-0.32, -0.63, -0.73], [1.80, 1.57, 1.16], [-1.90, 0.25, -1.69], [1.21, -0.27, 0.87], [-0.79, 0.10, -0.70], [-0.07, -0.01, 0.22], [0.26, -0.41, -0.07], [-0.31, -0.45, 0.62], [0.05, -0.55, -0.31], [-0.22, -0.60, 0.32], [-1.23, 0.25, 2.41], [0.76, -1.08, -2.08], [-1.16, -0.80, -1.31], [0.31, 0.63, -0.24], [0.57, 0.54, -0.26], [0.48, 0.02, 1.04], [0.67, -0.15, -0.03], [-0.18, 0.15, 0.47], [-0.32, 0.70, -0.21], [1.13, 0.26, 0.92], [-1.62, -1.69, -2.57], [2.01, 1.65, 0.62], [0.17, -0.88, 0.26], [-0.17, 0.77, 0.31], [-0.02, -0.26, 0.42], [-0.87, -0.32, 0.14], [-0.32, -0.15, 0.23], [-0.06, -0.18, -0.02], [-0.49, 0.79, -0.15], [-0.32, 0.65, 0.70], [-0.13, -0.31, 1.28], [0.73, 0.00, 0.36], [0.59, -0.73, -0.67], [0.06, -0.16, -0.89], [-0.26, 0.62, 0.40], [-0.44, -0.74, -0.43], [-0.84, 0.09, -0.10], [-0.13, -0.17, -0.60], [0.66, 0.68, -0.44], [1.86, 0.64, 0.07], [-0.99, 0.85, -1.59], [0.36, -0.22, 1.84], [-0.62, -0.66, -0.94], [-0.39, -0.11, -0.22], [-0.35, -0.30, 0.19], [0.31, 0.08, -0.02], [0.27, -0.22, 0.00], [-0.45, 0.09, 0.07], [0.00, -0.09, 0.63], [-0.14, 0.75, 0.29], [-1.56, -2.35, -0.36], [1.98, 1.29, -0.67], [0.01, -0.29, -0.36], [0.34, 0.13, 0.31], [0.52, -0.36, 0.02], [-0.39, 0.08, 0.57], [-0.03, 0.07, -0.16], [-0.02, 0.72, 0.10], [-0.67, -0.03, 0.22], [0.72, 0.55, 1.21], [-0.46, -0.67, -0.19], [-0.11, 0.03, -0.35], [-0.01, -0.51, -0.22], [-0.37, -0.27, 0.02], [-0.33, 0.33, -0.11], [0.46, 0.36, 0.06], [0.04, -0.16, -0.04], [0.10, 0.21, -0.24], [-0.07, 0.09, -0.11]],
  "e_homo_ev": -11.0340,
  "total_charge": 1,
  "orbital_gap_ev": 2.687,
  "max_force_ev_per_a": 3.47,
  "total_energy_ha": -3799.9792
}